(1)
ORCA calculation (ωB97M-V/def2-TZVPD) on C54H50FN5O4P2Zr as an isolated structure in a non-equilibrium geometry.

highest occupied orbital energy	-0.4463	Ha
molar mass	1005.20	g mol⁻¹
spin multiplicity	1
E_LUMO	-6.8	eV
charge	+2
electronic energy	-3491.6389	a.u.

The geometry in XYZ format:
```
117
Properties=species:S:1:pos:R:3:forces:R:3:lowdin_charge:R:1
Zr 0.11685 0.43641 1.51650 1.5 0.2 -0.2 1.81
C -2.58386 -6.04268 2.41677 0.4 -0.4 0.0 -0.04
C -3.43618 -5.01498 3.08979 0.0 1.0 0.2 -0.20
C -4.74142 -5.32946 3.52523 0.8 0.1 -0.2 -0.01
C -5.48825 -4.36616 4.22473 -0.1 -1.2 -0.3 -0.08
C -4.96791 -3.13225 4.50487 1.9 1.4 -0.8 -0.07
C -3.73399 -2.70394 3.90492 0.1 -1.7 0.2 -0.01
C -2.93095 -3.67179 3.25177 -2.1 -0.1 0.2 -0.17
N -1.78155 -3.28741 2.48853 0.6 0.7 0.2 0.16
C -1.02235 -2.15200 2.61241 -0.3 -2.2 1.3 -0.32
N -0.90095 -1.67191 3.88267 0.9 0.6 -1.3 0.13
C -0.39567 -0.39593 4.33790 -1.2 -0.1 1.2 -0.21
C -0.56872 0.77865 3.57364 -0.6 -0.4 -0.8 -0.24
C -0.79212 1.96278 4.29590 1.2 0.1 0.7 -0.09
C -0.61872 2.04291 5.68943 -0.4 -0.1 -0.7 -0.04
C -0.24830 0.90935 6.41130 -0.1 0.0 -1.1 0.01
C -0.13864 -0.30847 5.73587 0.7 -0.6 -0.1 -0.20
C 0.35560 -1.54526 6.46044 -0.7 -0.8 0.9 -0.04
N -0.32878 -1.65462 1.58695 0.1 1.5 0.4 -0.08
C -0.27147 -2.34290 0.32921 -0.1 -1.0 -2.1 -0.26
C -1.33488 -2.15709 -0.61783 0.6 -0.7 0.8 -0.05
C -1.42079 -2.91544 -1.78644 1.7 -0.7 0.5 -0.06
C -0.36520 -3.83885 -2.08531 -1.3 0.3 1.1 -0.05
C 0.65978 -4.04313 -1.16327 1.2 0.7 -0.3 -0.04
C 0.80343 -3.23630 -0.00517 0.1 0.6 0.4 -0.18
C 2.16317 -3.24570 0.74590 -0.6 -0.8 0.3 -0.03
H -3.22597 -6.85009 2.05225 0.3 0.0 0.1 0.09
H -1.82191 -6.45126 3.12226 -0.5 0.2 -0.5 0.11
H -2.03179 -5.64753 1.54227 -0.3 -0.3 0.2 0.07
H -5.14409 -6.36352 3.33606 0.4 1.3 0.2 0.14
H -6.49826 -4.63554 4.51475 0.2 0.1 0.3 0.12
H -5.44034 -2.42953 5.17095 -0.5 0.1 -0.2 0.11
H -3.35004 -1.68196 3.93420 -0.5 -0.2 0.3 0.10
H -1.55112 -3.94006 1.74773 0.1 0.5 -0.2 0.12
H -1.21608 -2.31062 4.59480 -0.2 0.0 0.1 0.14
H -0.98544 2.89270 3.79558 -0.1 0.3 -0.4 0.09
H -0.78595 3.01012 6.15174 0.0 -0.2 0.2 0.12
H -0.08766 0.93205 7.47968 0.1 0.1 0.0 0.13
H 1.30630 -1.42201 7.01630 -0.5 0.4 -0.4 0.10
H 0.55790 -2.33031 5.72742 0.0 -0.1 0.3 0.07
H -0.38046 -1.93931 7.23394 0.7 0.4 -1.0 0.12
H -2.12711 -1.47489 -0.32481 -0.2 0.0 -0.1 0.09
H -2.29349 -2.86506 -2.41035 -0.1 0.3 -0.3 0.11
H -0.42090 -4.47332 -2.96565 0.0 0.2 0.1 0.11
H 1.51196 -4.73167 -1.42687 -1.1 0.7 0.4 0.14
H 2.78121 -2.38067 0.46505 -0.3 -0.2 -0.1 0.07
H 2.70967 -4.17598 0.43778 -0.4 0.9 0.5 0.09
H 2.07382 -3.20521 1.86594 0.0 -0.2 -1.0 0.09
C -0.65396 2.22316 -2.28798 0.2 -1.3 -1.3 -0.36
C 0.71626 1.65275 -2.69023 1.1 0.8 -1.4 -0.41
P 0.64368 -0.05259 -3.48172 -0.1 -0.6 0.6 1.05
C 2.38053 -0.64730 -3.42503 0.0 1.2 0.2 -0.42
C 3.45876 0.21802 -3.16260 -0.1 0.7 0.1 -0.10
C 4.73955 -0.10613 -3.61585 0.2 -0.1 0.5 -0.08
C 4.97467 -1.37008 -4.17462 -0.8 -0.2 0.3 -0.06
C 3.91622 -2.28790 -4.27382 0.2 0.5 0.1 -0.07
C 2.61331 -1.89764 -3.96597 0.5 -0.2 -0.1 -0.14
C 0.52428 0.24246 -5.28391 -1.7 -0.4 0.2 -0.38
C 1.55443 0.22093 -6.19917 0.4 0.0 -0.2 -0.08
C 1.29876 0.61979 -7.50710 -1.1 -0.2 -0.6 -0.07
C 0.01325 0.93236 -7.97188 -0.4 0.3 1.8 -0.04
C -1.06675 0.82062 -7.03619 0.6 0.2 -1.1 -0.08
C -0.82233 0.40878 -5.74568 0.9 0.7 1.4 -0.12
P -1.24602 1.80932 -0.57244 -1.8 0.9 -0.7 1.02
C -3.06873 1.37802 -0.70203 0.6 -0.5 -0.8 -0.37
C -3.62079 1.30010 -1.99392 -0.7 -0.6 1.6 -0.06
C -4.93424 0.82015 -2.14409 0.9 0.6 1.7 -0.04
C -5.77970 0.61881 -1.05157 1.4 1.0 0.4 -0.02
C -5.21802 0.82775 0.22609 -1.0 -0.7 -0.1 -0.07
C -3.87417 1.05506 0.40127 1.0 0.0 -0.6 -0.14
C -1.31825 3.53081 0.05070 1.4 0.1 0.4 -0.38
C -2.40187 4.02480 0.74468 -0.9 -0.1 0.3 -0.10
C -2.23619 5.07829 1.63444 0.3 0.3 0.3 -0.06
C -0.99685 5.72737 1.76969 -0.7 0.0 -0.4 -0.05
C 0.02763 5.39610 0.87850 -0.4 -0.8 0.1 -0.05
C -0.11366 4.28086 0.05969 -0.8 -0.6 0.4 -0.10
H -1.32793 1.90452 -3.11566 0.1 0.2 1.0 0.06
H -0.67495 3.29819 -2.30933 0.2 0.4 0.1 0.08
H 1.36040 1.57498 -1.82597 0.4 -0.1 0.4 0.02
H 1.25827 2.35372 -3.41768 -0.9 -0.7 1.0 0.12
H 3.27709 1.20868 -2.64703 0.3 -1.2 -0.8 0.10
H 5.56268 0.61121 -3.46093 -0.5 -0.5 -0.2 0.11
H 5.95334 -1.67849 -4.50682 0.2 0.1 0.0 0.11
H 4.09207 -3.30246 -4.59748 0.1 0.0 -0.3 0.11
H 1.77466 -2.53175 -4.22943 0.0 -0.1 0.2 0.10
H 2.55305 -0.15453 -5.93755 -0.4 0.6 0.0 0.11
H 2.09341 0.63738 -8.21288 0.7 0.1 -0.4 0.10
H -0.14760 1.37097 -8.95866 0.0 -0.4 0.3 0.11
H -2.07616 1.11315 -7.30966 0.1 -0.2 -0.2 0.10
H -1.61576 0.35426 -4.95688 0.5 0.0 -1.0 0.09
H -3.01543 1.56077 -2.82837 -0.1 -0.1 -0.6 0.07
H -5.27470 0.63868 -3.10019 -0.8 -0.2 -1.9 0.09
H -6.82472 0.40869 -1.21134 -0.1 -0.2 0.2 0.12
H -5.81068 0.73502 1.13091 -0.2 -0.2 -0.2 0.11
H -3.42618 0.90317 1.37728 -0.1 0.5 0.2 0.10
H -3.40011 3.59441 0.59351 0.5 0.0 0.4 0.11
H -3.08476 5.33504 2.27054 0.3 0.2 -0.2 0.12
H -0.88269 6.51385 2.51658 0.1 -0.2 -0.3 0.12
H 0.98167 5.87742 0.87293 0.3 0.5 0.1 0.11
H 0.71855 3.91054 -0.51918 0.3 0.2 -0.1 0.09
F 3.58069 5.10835 -1.66700 -0.4 0.7 0.4 0.11
C 4.36930 4.27291 -1.01116 0.0 -0.5 0.3 -0.20
C 3.93815 3.51064 0.00654 0.6 -0.2 -0.7 0.03
N 4.70692 2.42984 0.46370 0.4 -0.1 0.3 0.01
C 4.16778 1.48745 1.48443 0.3 0.4 0.7 0.00
C 2.67544 1.11236 1.40646 0.0 0.1 -0.9 -0.51
O 2.31350 -0.10876 1.63343 -0.6 1.7 0.1 -0.11
O 1.75646 1.95422 1.07497 -0.1 -1.3 0.7 -0.16
C 6.12448 2.42887 0.19388 -0.1 0.3 0.7 -0.41
O 6.92371 1.86269 0.91172 -1.0 0.1 -1.1 0.12
N 6.50522 3.22981 -0.91658 0.0 -0.7 1.0 0.20
C 5.78689 4.35805 -1.33976 1.5 1.6 -0.4 -0.37
O 6.33751 5.36451 -1.78402 -1.1 -2.1 0.3 0.12
H 3.04216 3.72532 0.54656 -0.6 -0.2 -0.2 0.12
H 4.40459 1.82234 2.53708 -0.5 -0.1 -0.9 0.17
H 4.65997 0.52375 1.41868 0.4 0.0 -0.3 0.14
H 7.52546 3.25532 -1.04266 -0.6 0.2 0.1 0.18
```
Positions in Å, forces in eV/Å.

(2)
ORCA calculation (ωB97M-V/def2-TZVPD) on C6H4O in the gas phase in a non-equilibrium geometry.

highest occupied orbital energy	-0.3060	Ha
molar mass	92.10	g mol⁻¹
spin multiplicity	1
SMILES	C#Cc1ccco1
E_LUMO	0.8	eV
charge	0
electronic energy	-306.1407	a.u.
energy above the lowest of the compared OMol25 structures with the same formula, charge and spin	44.4	kcal per mole

The geometry in XYZ format:
```
11
Properties=species:S:1:pos:R:3:forces:R:3:nbo_charge:R:1
C 2.69277 0.05000 0.30596 0.4 -0.5 -0.5 -0.13
C 1.85772 -0.37352 -0.45866 -0.1 0.7 1.0 -0.08
C 0.44738 -0.20879 -0.54492 -1.4 -0.9 -0.3 0.19
C -0.25741 0.89761 -0.18191 -0.2 -0.1 -0.1 -0.27
C -1.55128 0.44068 0.16087 -0.5 -0.1 0.0 -0.32
C -1.57975 -0.89706 -0.04001 -0.2 0.4 0.2 0.10
O -0.39971 -1.33572 -0.53089 1.0 1.0 0.4 -0.40
H 3.32309 0.36876 1.09159 0.6 0.0 0.0 0.23
H 0.06506 1.92518 -0.08154 0.3 -0.3 -0.1 0.23
H -2.34510 1.03974 0.56541 -0.2 0.0 0.0 0.23
H -2.34529 -1.60650 0.23645 0.2 -0.2 -0.5 0.21
```
Positions in Å, forces in eV/Å.

(3)
ORCA calculation (ωB97M-V/def2-TZVPD) on C3H7N3S2 in the gas phase.

highest occupied orbital energy	-0.3268	Ha
molar mass	149.24	g mol⁻¹
spin multiplicity	1
SMILES	[H]/N=C(/NS)S/N=C/C
E_LUMO	0.7	eV
charge	0
electronic energy	-1079.1143	a.u.
energy above the lowest of the compared OMol25 structures with the same formula, charge and spin	33.0	kcal per mole

The geometry in XYZ format:
```
15
Properties=species:S:1:pos:R:3:forces:R:3:nbo_charge:R:1
H -1.64216 2.58263 0.00734 0.0 0.2 0.0 0.34
N -1.97037 1.62448 0.03746 0.4 -0.4 -0.1 -0.71
C -0.99959 0.80234 0.00268 -0.2 0.4 0.0 0.29
N -1.15200 -0.55371 -0.02068 0.0 0.1 0.0 -0.79
S -2.66263 -1.30970 -0.08592 0.2 0.1 0.4 0.22
S 0.70967 1.37497 -0.02095 -0.2 -0.3 0.0 0.39
N 1.53366 -0.12033 0.01819 0.9 0.4 0.0 -0.60
C 2.81392 -0.08735 -0.00940 -0.7 -0.6 0.0 0.14
C 3.60554 -1.36994 0.02071 -0.1 0.8 0.3 -0.66
H -0.31039 -1.08547 0.13326 0.0 -0.2 -0.1 0.43
H -3.03289 -1.08299 1.20039 0.0 -0.1 -0.3 0.10
H 3.37842 0.84913 -0.07246 -0.1 0.0 0.0 0.16
H 2.96299 -2.22885 0.10347 -0.3 -0.3 -0.1 0.23
H 4.27619 -1.37089 0.87778 0.1 0.1 0.1 0.23
H 4.21693 -1.43126 -0.86856 0.2 -0.1 -0.3 0.23
```
Positions in Å, forces in eV/Å.

(4)
ORCA calculation (ωB97M-V/def2-TZVPD) on a 2-piece molecular cluster, C2H2N2O2 overall in a non-equilibrium geometry.

highest occupied orbital energy	-0.3326	Ha
molar mass	86.05	g mol⁻¹
spin multiplicity	1
E_LUMO	0.5	eV
charge	0
electronic energy	-337.3129	a.u.
energy above the lowest of the compared OMol25 structures with the same formula, charge and spin	70.0	kcal per mole

The geometry in XYZ format:
```
8
Properties=species:S:1:pos:R:3:forces:R:3:nbo_charge:R:1
C -0.62163 -1.29269 0.05171 0.6 2.2 -1.3 -0.06
C 3.10930 0.39718 0.01135 -0.2 1.1 0.4 1.03
N -0.84777 0.96710 -0.86027 3.2 -2.7 -2.7 -0.52
N -0.59993 -0.16985 -0.42498 -1.7 -1.0 2.5 -0.01
O 3.29204 1.41660 0.54627 0.1 -0.7 -0.3 -0.51
O 2.88068 -0.60102 -0.52184 0.1 -0.4 -0.1 -0.51
H 0.00329 -1.88834 0.73272 -0.3 0.7 -0.6 0.23
H -1.44954 1.58322 -0.43091 -1.8 0.8 2.1 0.36
```
Positions in Å, forces in eV/Å.

(5)
ORCA calculation (ωB97M-V/def2-TZVPD) on C5H6O2S in the gas phase in a non-equilibrium geometry.

highest occupied orbital energy	-0.3450	Ha
molar mass	130.17	g mol⁻¹
spin multiplicity	1
SMILES	O=C1COC[C@@H]2S[C@@H]12
E_LUMO	0.1	eV
charge	0
electronic energy	-742.6458	a.u.
energy above the lowest of the compared OMol25 structures with the same formula, charge and spin	87.3	kcal per mole

The geometry in XYZ format:
```
14
Properties=species:S:1:pos:R:3:forces:R:3:nbo_charge:R:1
O 1.36759 -2.19309 -0.26735 -2.6 4.6 0.9 -0.51
C 0.88722 -1.04540 0.02005 4.1 -4.2 -0.3 0.53
C 1.91375 0.14881 0.11064 -1.7 0.8 3.2 -0.16
O 1.35496 1.59114 -0.03945 0.5 -1.5 -0.2 -0.57
C -0.07570 1.93320 -0.01977 -0.8 -1.1 0.6 -0.06
C -0.74586 0.55015 -0.41846 0.5 3.0 -0.8 -0.37
S -2.18481 -0.42511 0.00255 1.1 -0.3 0.5 0.18
C -0.35767 -0.50862 0.53054 -2.5 0.1 0.1 -0.40
H 2.65269 -0.07750 -0.62097 0.7 0.6 -0.6 0.23
H 2.38815 0.01807 1.25503 -1.2 0.6 -3.0 0.22
H -0.42986 2.11151 1.04266 0.6 0.4 -1.1 0.17
H -0.26870 2.86230 -0.72502 0.6 -2.1 1.4 0.22
H -0.53804 0.47823 -1.49712 0.3 -0.9 0.5 0.24
H -0.35820 -0.24410 1.62107 0.4 0.0 -1.2 0.27
```
Positions in Å, forces in eV/Å.